CH3OPS | ωB97M-V with the def2-TZVPD basis set

Atoms and positions in Å:
C (1.182158, -0.541307, 0.059954)
O (-1.668293, 0.000640, 0.303703)
P (-0.454983, 1.058072, 0.071468)
S (2.763153, -0.107966, 0.098712)
H (1.096161, -1.505231, -0.288329)
H (-2.182942, 0.062444, 1.153185)
H (-0.735254, 1.033348, -1.398695)

Cartesian forces (eV/Å) of the 3 atoms listed first:
C -0.91 3.80 1.05
O -1.46 -0.06 1.43
P 1.53 -2.40 -1.62

Summary:
calculated total energy: -23253.15580 eV
⟨S²⟩: 2.007
energy relative to the best compared isomer or geometry (same formula, charge and spin): 3.1 kcal/mol
HOMO (alpha / beta): -6.786 / -9.790 eV
2S+1: 3
charge: 0

---

C31H25ClInN8O8S4Sb | ωB97M-V with the def2-TZVPD basis set

Atoms and positions in Å:
In (-0.199509, -1.586608, -1.771980)
C (1.390494, 4.686541, 3.300426)
O (0.755112, 3.477662, 3.655831)
C (1.554221, 2.392237, 3.860047)
C (0.888774, 1.179993, 4.052491)
C (1.602011, 0.016435, 4.235683)
C (2.999809, 0.043784, 4.232502)
C (3.649819, 1.256687, 4.106909)
C (2.939773, 2.434978, 3.895621)
N (3.805520, -1.121995, 4.491692)
N (3.618045, -2.203371, 3.900644)
C (2.710888, -2.328588, 2.815317)
C (1.877821, -3.426087, 2.847057)
C (0.844500, -3.618021, 1.927605)
C (0.634538, -2.708302, 0.890278)
O (-0.299620, -2.828013, 0.013984)
C (1.565153, -1.592845, 0.805732)
N (1.381367, -0.747638, -0.236649)
C (2.251104, 0.202937, -0.473830)
C (3.394412, 0.382467, 0.325821)
C (3.569702, -0.421722, 1.414801)
C (2.623379, -1.428664, 1.714684)
H (0.596427, 5.402929, 3.107326)
H (1.993055, 4.565353, 2.395930)
H (2.024714, 5.058967, 4.111378)
H (-0.193246, 1.172404, 4.025708)
H (1.075954, -0.921755, 4.350804)
H (4.732272, 1.277016, 4.145670)
H (3.477349, 3.362371, 3.759488)
H (2.023509, -4.137758, 3.652548)
H (0.202571, -4.487238, 1.985623)
H (2.084964, 0.841659, -1.332758)
H (4.118296, 1.132968, 0.041468)
H (4.450744, -0.319756, 2.036710)
O (-3.275436, 5.526740, -2.331262)
N (-2.351096, 4.866729, -2.817975)
O (-1.621421, 5.344585, -3.690739)
C (-2.130947, 3.543471, -2.357917)
C (-2.954551, 3.101104, -1.320981)
C (-2.863020, 1.850384, -0.768783)
C (-3.656402, 1.407837, 0.364794)
C (-3.529266, 0.175869, 0.851173)
C (-2.605151, -0.839382, 0.220988)
N (-1.700519, -0.264511, -0.750427)
C (-1.884071, 0.927267, -1.239913)
C (-1.020775, 1.378324, -2.334174)
N (-0.123991, 0.465436, -2.777194)
C (0.730500, 0.767231, -3.733826)
C (0.720870, 2.031033, -4.327869)
C (-0.194016, 2.964917, -3.925737)
C (-1.118704, 2.670161, -2.890876)
H (-3.687798, 3.795982, -0.936141)
H (-4.333441, 2.118325, 0.828408)
H (-4.100800, -0.150272, 1.707950)
H (-1.999836, -1.300353, 1.014807)
H (1.468594, 0.023684, -4.014666)
H (1.463971, 2.252922, -5.080208)
H (-0.208017, 3.942308, -4.373990)
S (1.279873, -3.547186, -7.567245)
Sb (0.418907, -2.759533, -5.661305)
S (-2.216081, -2.601175, -2.770461)
S (2.077852, -3.144295, -3.743094)
S (0.636797, -4.597076, -3.987921)
C (-5.719697, -2.642307, -0.037321)
N (-4.412579, -2.463559, 0.569723)
C (-3.951797, -3.696957, 1.194617)
C (-3.406674, -2.001822, -0.378591)
N (-3.326188, -2.633897, -1.464425)
H (-6.424995, -2.965707, 0.732716)
H (-5.708115, -3.385857, -0.844738)
H (-6.068479, -1.693540, -0.448151)
H (-4.608706, -3.952797, 2.030441)
H (-2.937866, -3.563933, 1.575909)
H (-3.932572, -4.534765, 0.482236)
O (5.720919, 0.238777, -4.004601)
Cl (4.407972, -0.040622, -3.397065)
O (3.827118, 1.251836, -2.939489)
O (3.505989, -0.570087, -4.451703)
O (1.669724, -2.304321, -2.489539)

Cartesian forces (eV/Å) of the 3 atoms listed first:
In -0.32 0.06 0.50
C 0.01 0.01 -0.02
O 0.00 0.01 0.02

Summary:
calculated total energy: -128424.02013 eV
energy relative to the best compared isomer or geometry (same formula, charge and spin): 0.0 kcal/mol
HOMO: -2.833 eV
2S+1: 1
charge: -2

---

C6H11O | ωB97M-V with the def2-TZVPD basis set

Atoms and positions in Å:
C (1.363413, 2.164282, -0.661114)
O (1.548762, 2.222774, -1.990820)
C (1.138606, 0.675385, -0.128228)
C (-0.190592, 0.435413, 0.580463)
C (-0.826302, -0.932822, 0.449571)
C (-1.363988, -1.518563, 1.525073)
C (-0.865094, -1.634756, -0.870018)
H (0.462238, 2.709599, -0.260111)
H (2.278836, 2.554605, -0.140224)
H (1.989214, 0.400574, 0.503542)
H (1.202374, 0.114825, -1.060628)
H (-0.909768, 1.128107, 0.107496)
H (-0.164604, 0.753991, 1.624558)
H (-1.795068, -2.509381, 1.486623)
H (-1.296922, -1.091453, 2.517266)
H (-0.967268, -2.713462, -0.730897)
H (0.063618, -1.472195, -1.423663)
H (-1.667456, -1.286919, -1.528881)

Cartesian forces (eV/Å) of the 3 atoms listed first:
C 0.40 -0.51 -0.32
O -0.44 0.00 0.12
C 0.35 0.38 -0.22

Summary:
SMILES: C=C(C)CCC[O-]
calculated total energy: -8446.58349 eV
energy relative to the best compared isomer or geometry (same formula, charge and spin): 6.6 kcal/mol
HOMO: -2.202 eV
2S+1: 1
charge: -1

---

C5H10N2S2 | ωB97M-V with the def2-TZVPD basis set

Atoms and positions in Å:
C (2.129944, 0.277538, -1.402804)
C (-0.647109, -0.373123, 0.609541)
C (-1.146324, 0.064932, 1.914418)
C (0.014938, -1.748033, 0.614791)
C (0.065858, 1.309916, -2.052077)
N (0.501458, 0.569262, 0.310687)
N (0.991593, 0.758646, -1.073112)
S (3.470654, -0.344492, -0.787631)
S (-1.940310, -0.465458, -0.723074)
H (-0.449478, -0.425393, 2.636815)
H (-2.165097, -0.325470, 2.112842)
H (-1.057766, 1.137455, 2.113124)
H (-0.755603, -2.527203, 0.918910)
H (0.812475, -1.850630, 1.455837)
H (0.384519, -1.860756, -0.370359)
H (-0.786589, 0.584447, -2.192552)
H (-0.307838, 2.269511, -1.541876)
H (0.591152, 1.401843, -3.089254)
H (0.293522, 1.547009, 0.545772)

Cartesian forces (eV/Å) of the 3 atoms listed first:
C 1.86 -0.32 -0.30
C 1.85 0.15 -2.18
C -0.20 -0.70 2.32

Summary:
calculated total energy: -29993.07005 eV
energy relative to the best compared isomer or geometry (same formula, charge and spin): 109.1 kcal/mol
HOMO (alpha / beta): -9.008 / -7.318 eV
2S+1: 1
charge: 0

---

Question: charge of number 3 (C6H11O)?
Answer: -1